1.
Here is a gas-phase ion, C4H13N2O (charge +1) from the OMol25 dataset. Energies are from the ωB97M-V functional and the def2-TZVPD basis.

CARTESIAN COORDINATES (ANGSTROEM)
H1 0.637 1.844 1.611
H2 0.625 -1.704 -1.663
H3 -1.016 1.407 1.733
H4 0.467 0.749 -1.605
O1 2.281 -0.847 -2.339
H5 -1.412 -1.265 -0.293
H6 -1.960 0.407 -0.490
C1 -1.411 -0.266 0.150
H7 0.371 -0.384 1.298
N1 -2.144 -0.252 1.448
H8 -2.046 -1.139 1.924
C2 -0.003 0.206 0.456
H9 1.830 0.826 -0.541
H10 -3.140 -0.123 1.320
H11 1.950 -1.651 -0.468
C3 1.414 -1.094 -1.243
N2 -0.203 1.565 1.102
C4 0.911 0.273 -0.733
H12 -0.361 2.297 0.404
H13 3.209 -0.848 -2.071

Cartesian forces, eV/Å:
H -0.18 -0.02 0.20
H -0.38 -0.17 0.21
H 0.01 0.20 -0.05
H -0.40 0.22 0.08
O 0.09 0.05 -0.06
H 0.19 0.19 -0.16
H 0.17 0.29 -0.59
C -0.83 -0.71 1.29
H 0.25 -0.20 -0.34
N 0.16 0.04 -0.33
H 0.11 -0.01 0.13
C -0.42 0.24 -0.01
H -0.03 0.21 0.34
H 0.00 0.07 -0.10
H -0.30 0.01 0.11
C 0.71 0.25 -0.25
N 0.58 0.04 -0.24
C 0.83 -0.53 -0.40
H -0.33 -0.14 0.12
H -0.24 -0.03 0.06

For the largest force on an atom, the calculation gives 0.0329 hartree/bohr. As for the energy above the lowest of the compared OMol25 structures with the same formula, charge and spin: 35.2 kcal/mol. As for the SMILES: NC[C@H]([NH3+])CCO. The net charge is +1. Its LUMO energy is -0.1191 Ha.



2.
Here is a molecular structure, C27H23AsCaCl2N4O2S3 from the OMol25 dataset. Energies are from the ωB97M-V functional and the def2-TZVPD basis.

CARTESIAN COORDINATES (ANGSTROEM)
O1 -0.698 -2.437 3.824
C1 -0.279 1.743 3.405
C2 3.461 0.591 -0.187
H1 -3.700 -2.503 -4.059
H2 -5.000 -4.397 2.303
As1 0.309 2.079 -3.425
C3 1.466 3.672 -3.633
C4 -0.084 0.936 6.064
H3 -2.041 2.214 -4.391
C5 -2.216 -2.511 2.060
N1 -0.506 2.230 2.122
H4 4.064 0.612 -1.086
H5 3.253 -0.803 2.881
Cl1 0.872 3.376 6.889
H6 0.431 3.624 4.109
S1 -3.641 -0.218 -1.150
S2 0.460 -1.367 -1.645
C6 -0.313 -3.731 -2.762
N2 -1.906 -2.661 0.778
H7 -2.405 -3.571 -1.006
H8 -1.698 3.634 -3.399
C7 3.008 -0.201 2.011
H9 1.338 4.139 -4.614
H10 1.214 4.394 -2.854
N3 1.873 0.491 2.088
C8 0.139 1.905 1.050
C9 -2.384 -4.193 -3.894
C10 -0.661 -2.385 -2.532
H11 -3.053 -4.878 -4.403
N4 -1.224 -0.409 2.757
S3 -2.480 -0.277 -2.910
C11 -0.547 0.050 5.095
C12 2.281 1.305 -0.122
H12 1.886 0.853 -4.988
C13 -3.777 -4.126 0.552
H13 -0.798 -0.956 5.388
Ca1 -1.252 -0.083 0.252
H14 0.218 0.372 -5.294
H15 -3.534 -2.915 3.708
H16 1.908 1.882 -0.955
H17 0.819 1.925 -5.945
C14 -2.742 -2.868 -3.704
H18 2.512 3.385 -3.505
C15 1.511 1.221 1.036
C16 -2.679 -3.468 0.037
O2 -0.380 2.018 -0.116
C17 0.276 2.218 5.715
H19 -4.366 -4.763 -0.093
H20 4.729 -0.797 0.879
H21 -0.827 -5.647 -3.553
C18 -1.914 -1.958 -3.044
C19 0.868 1.227 -5.104
Cl2 0.022 0.371 7.720
H22 0.642 -4.068 -2.376
C20 -1.289 2.967 -4.160
C21 -1.145 -4.618 -3.421
C22 -4.119 -3.921 1.886
H23 -1.030 3.535 -5.057
C23 -1.262 -1.735 2.974
C24 0.164 2.613 4.389
C25 -0.665 0.416 3.757
C26 3.834 -0.188 0.900
C27 -3.326 -3.102 2.664

Cartesian forces, eV/Å:
O -0.03 0.06 0.12
C 0.04 0.20 -0.26
C 0.00 0.01 0.02
H 0.01 -0.02 0.00
H 0.01 0.00 0.01
As -0.06 0.03 0.13
C 0.07 0.06 -0.05
C -0.04 -0.15 0.04
H 0.02 0.02 0.00
C 0.41 0.21 0.49
N -0.15 -0.52 0.17
H 0.00 0.00 0.00
H -0.01 -0.01 -0.02
Cl -0.05 -0.11 -0.05
H -0.01 -0.01 -0.01
S 0.08 -0.05 -0.27
S -0.01 -0.04 -0.08
C 0.02 -0.07 -0.01
N -0.20 0.16 0.06
H -0.01 0.02 0.03
H 0.00 0.01 -0.02
C -0.08 0.05 0.02
H 0.03 0.00 0.02
H 0.00 0.00 -0.02
N 0.11 0.02 -0.02
C 0.15 0.14 0.00
C 0.05 0.00 0.03
C 0.00 0.17 0.07
H 0.00 0.01 0.00
N 0.27 -0.24 0.21
S -0.13 0.03 0.31
C 0.03 0.01 0.03
C 0.01 0.00 -0.07
H 0.01 0.01 -0.02
C -0.03 -0.05 0.04
H 0.01 0.01 0.02
Ca -0.47 -0.45 -0.50
H 0.00 0.02 0.00
H 0.04 -0.03 0.01
H -0.04 -0.04 -0.02
H 0.02 -0.03 -0.01
C -0.07 0.10 -0.01
H -0.01 0.01 -0.01
C -0.11 0.09 0.15
C 0.08 0.14 0.05
O 0.39 0.26 0.12
C 0.05 0.14 -0.01
H -0.02 0.00 0.01
H 0.01 0.02 0.00
H -0.03 0.01 -0.01
C 0.13 -0.18 0.04
C -0.04 -0.05 -0.08
Cl 0.01 0.06 -0.06
H -0.03 0.01 0.00
C 0.02 -0.05 0.04
C 0.02 0.08 0.04
C -0.04 0.01 -0.04
H -0.05 0.01 0.00
C -0.32 0.09 -0.18
C 0.06 0.03 0.12
C -0.09 -0.03 -0.27
C 0.00 -0.02 0.01
C -0.03 -0.18 -0.32

For the largest force on an atom, the calculation gives 0.0160 hartree/bohr. As for the energy above the lowest of the compared OMol25 structures with the same formula, charge and spin: 47.5 kcal/mol. The net charge is -2. Its LUMO energy is 0.1575 Ha.



3.
Here is a molecular structure, C3H7N5 from the OMol25 dataset. Energies are from the ωB97M-V functional and the def2-TZVPD basis.

CARTESIAN COORDINATES (ANGSTROEM)
C1 1.298 0.196 -0.097
H1 -0.716 2.816 -0.161
H2 -2.297 -1.147 -0.076
N1 0.084 -1.767 -0.253
H3 0.156 -2.247 -1.199
C2 -1.027 0.471 0.033
N2 0.033 -0.440 -0.237
N3 0.915 1.534 -0.181
H4 0.742 -2.120 0.488
H5 1.694 2.343 -0.075
N4 2.458 -0.191 0.315
C3 -0.478 1.741 -0.251
H6 -2.772 0.100 1.306
N5 -2.352 -0.112 0.092
H7 2.263 -1.176 0.295

Cartesian forces, eV/Å:
C -1.63 3.75 0.80
H -0.80 -1.20 -0.10
H 0.10 1.32 0.65
N -0.71 -3.54 0.39
H 0.25 1.18 1.77
C -0.75 0.40 -2.07
N 2.99 1.71 0.08
N 3.37 2.04 -0.45
H -1.11 0.03 -1.24
H -2.86 -2.85 -0.32
N -1.41 -0.41 -1.22
C 0.09 -1.33 2.02
H 1.67 -1.24 -5.01
N -0.44 1.35 4.37
H 1.23 -1.22 0.32

For the largest force on an atom, the calculation gives 0.1054 hartree/bohr. As for the energy above the lowest of the compared OMol25 structures with the same formula, charge and spin: 87.5 kcal/mol. Its LUMO energy is 0.0244 Ha.



4.
Here is a molecular structure, C18H45InN3O6 from the OMol25 dataset. Energies are from the ωB97M-V functional and the def2-TZVPD basis.

CARTESIAN COORDINATES (ANGSTROEM)
H1 -1.309 0.582 1.715
C1 1.299 3.072 0.804
H2 -1.474 0.445 -4.149
O1 1.053 1.678 1.038
H3 2.182 -2.838 -4.233
H4 3.982 -2.762 -4.094
C2 -1.255 1.359 4.742
H5 0.907 -4.743 -1.917
H6 1.527 0.109 2.265
H7 2.368 3.269 0.720
H8 3.947 -3.117 -1.717
H9 0.341 -3.945 -0.420
H10 -2.550 -0.224 4.021
C3 2.987 -0.344 -4.645
H11 1.208 0.865 4.343
C4 1.743 -2.559 1.658
C5 -4.833 1.318 4.029
H12 -0.357 -1.257 2.800
C6 -0.675 0.482 -4.890
H13 1.193 2.561 4.080
In1 1.015 -0.075 -1.338
O2 -3.499 1.659 3.958
H14 0.818 3.630 1.608
H15 -0.887 4.064 -2.157
H16 -0.274 2.799 -3.183
H17 4.024 -0.912 -3.101
C7 0.859 1.622 3.640
N1 -0.606 1.624 3.432
C8 1.210 -4.179 -1.034
C9 -1.749 -1.232 1.187
H18 -1.083 2.428 3.052
H19 0.818 3.445 -0.100
H20 1.587 0.325 -6.121
O3 1.889 -2.994 -1.532
H21 3.275 0.706 -4.587
C10 1.530 -0.292 -5.225
H22 -2.955 0.395 5.543
H23 3.275 -4.427 -2.339
H24 -0.917 -2.793 2.379
H25 2.592 -2.478 0.981
C11 -2.086 2.185 -0.473
H26 -0.619 0.721 5.356
C12 -0.555 -1.872 1.922
H27 1.897 -4.830 -0.493
C13 1.558 1.198 2.294
H28 2.608 1.487 2.352
O4 0.597 0.181 -4.213
H29 -3.023 2.593 -0.851
C14 -1.114 3.071 -2.543
H30 -2.547 -1.271 1.929
H31 3.660 -0.815 -5.360
N2 3.074 -1.110 -3.382
H32 -1.295 2.284 5.317
C15 3.061 -3.359 -2.304
H33 -5.504 2.020 3.534
H34 -1.941 3.177 -3.245
C16 3.028 -2.542 -3.613
H35 1.183 -1.284 -5.514
H36 -1.672 2.855 0.281
H37 1.945 -2.112 2.632
O5 0.589 -1.934 1.080
H38 -5.153 1.188 5.063
H39 -5.112 0.419 3.479
N3 -1.337 0.136 0.810
H40 -3.225 0.940 0.946
O6 -1.143 1.968 -1.557
H41 1.483 -3.600 1.853
C17 -2.457 0.844 0.179
H42 -2.848 0.236 -0.637
H43 -0.936 -0.264 -5.640
C18 -2.613 0.720 4.561
H44 -2.014 -1.951 0.412
H45 -0.691 1.453 -5.386

Cartesian forces, eV/Å:
H 1.80 0.77 0.87
C -0.28 0.02 0.52
H 0.20 0.14 0.17
O -0.32 -0.03 -0.29
H 0.08 0.13 0.03
H -0.12 -0.54 -0.64
C -0.05 0.14 -0.51
H -0.34 -0.14 0.07
H -0.23 0.11 -0.37
H 0.04 0.10 0.29
H 0.16 0.90 0.15
H 0.28 0.36 -0.16
H 0.09 -0.04 -0.63
C -1.93 -0.07 -0.60
H -0.59 -0.19 0.04
C -0.96 -0.24 0.54
C -1.73 -0.66 0.02
H 0.39 0.38 0.13
C 0.01 -0.33 0.64
H 0.28 0.26 -0.34
In -0.38 -0.33 0.16
O 1.47 0.06 -0.42
H 0.43 0.25 0.23
H -0.13 -0.20 0.68
H 0.13 0.02 0.05
H 0.11 0.07 0.83
C -0.32 0.90 -2.29
N -0.04 -1.94 1.49
C 0.33 -0.15 -0.95
C 2.26 -1.32 0.31
H 0.84 0.53 -0.11
H -0.08 -0.67 -0.24
H -0.38 0.30 0.13
O 0.04 -0.80 0.38
H 0.34 -0.14 0.79
C 0.97 -0.74 1.10
H -0.41 0.30 0.30
H -1.03 -0.26 -0.93
H 0.44 -0.72 -0.53
H -0.25 0.08 0.02
C 0.20 -0.54 0.06
H -0.07 -0.35 -0.27
C -0.27 0.69 0.44
H 0.08 0.19 0.29
C 0.57 0.49 0.72
H 0.24 -0.02 0.10
O -0.40 0.42 -1.45
H 0.08 0.20 -0.13
C 1.15 -0.81 -0.21
H -0.35 0.58 -0.04
H -0.13 0.01 -0.41
N -0.30 1.51 0.19
H -0.49 0.13 0.10
C -0.15 1.35 0.69
H 0.55 0.75 0.27
H -0.65 -0.52 0.60
C 0.76 -1.41 0.62
H 0.06 -0.08 -0.17
H 0.18 0.23 -0.12
H 0.29 0.18 0.01
O -0.31 0.10 -0.30
H -0.10 0.04 0.11
H 0.50 -0.71 0.03
N -2.53 -1.07 -0.51
H -0.21 0.42 0.00
O -0.95 1.26 -0.12
H 0.33 -0.21 -0.09
C 0.60 -0.03 -1.71
H -0.12 -0.24 0.11
H 0.35 -0.22 0.02
C -0.23 0.47 0.78
H -0.16 0.75 -0.69
H 0.40 0.09 0.15

For the largest force on an atom, the calculation gives 0.0543 hartree/bohr. As for the spin multiplicity: 2. The net charge is +2. Its LUMO energy (spin up / spin down) is -0.2153 / -0.3707 Ha.



5.
Here is a molecular structure, C9H13AlBrF5NO2Zn from the OMol25 dataset. Energies are from the ωB97M-V functional and the def2-TZVPD basis.

CARTESIAN COORDINATES (ANGSTROEM)
N1 0.433 -1.645 1.731
H1 1.588 -1.295 4.058
H2 1.387 -0.170 -3.364
Zn1 1.589 -3.301 4.251
H3 2.065 0.804 -2.080
C1 1.139 0.335 -2.416
H4 -0.282 -1.214 -1.851
H5 -2.522 -2.707 1.167
F1 -1.174 4.373 -2.930
H6 -0.949 0.954 -2.610
F2 -0.974 4.312 -0.829
H7 0.133 1.584 -3.829
O1 -1.189 -1.481 3.334
C2 -1.047 3.575 -1.900
H8 -1.671 -1.893 -0.190
H9 1.711 0.730 0.859
C3 0.650 -0.773 -1.480
C4 -0.383 -2.797 1.368
C5 0.045 1.381 -2.759
H10 1.340 0.333 3.305
H11 1.403 -1.576 -1.467
Al1 0.455 -0.194 0.478
C6 0.254 2.719 -2.068
H12 0.376 -0.118 4.776
Br1 -1.531 1.064 0.908
O2 -0.070 -3.843 1.794
F3 0.863 2.611 -0.878
C7 0.864 -0.472 3.871
F4 -2.144 2.848 -1.845
C8 -0.098 -1.215 2.970
H13 -1.688 -3.656 -0.044
C9 -1.644 -2.721 0.519
F5 1.071 3.446 -2.851

Cartesian forces, eV/Å:
N -0.88 0.38 -0.40
H 0.44 0.71 0.37
H 0.03 -0.03 0.17
Zn -0.36 -0.37 -0.96
H -0.11 -0.03 0.06
C -0.71 0.05 0.02
H -0.06 0.19 0.24
H 0.21 0.27 0.14
F -0.08 0.71 -1.19
H 0.08 0.17 0.23
F 0.12 0.66 1.36
H -0.21 0.19 0.12
O -2.02 -0.78 1.02
C 0.68 -0.20 -0.35
H -0.01 0.11 0.32
H 0.08 -0.19 0.03
C 0.59 -0.23 -0.84
C -0.42 1.64 -0.68
C 0.53 -0.58 -0.21
H 0.29 -0.09 0.36
H -0.10 0.10 0.45
Al -0.24 0.90 0.09
C -0.78 -0.19 -0.86
H 0.06 -0.08 -0.05
Br 0.79 -0.60 -0.08
O 0.92 -2.79 1.55
F 0.10 -0.30 0.65
C -0.16 0.19 -0.72
F -0.79 -0.95 0.26
C 1.09 0.75 -0.43
H 0.04 0.07 0.06
C 0.20 -0.12 -0.60
F 0.67 0.42 -0.11

For the largest force on an atom, the calculation gives 0.0646 hartree/bohr. The net charge is +1. Its LUMO energy is -0.3444 Ha.